The following is a quantum chemistry calculation of C57H43FeN2O6P2 as an isolated structure in a non-equilibrium geometry, from the Open Molecules 2025 dataset.

Multiplicity = 1
Charge = -1
Energy relative to the best compared isomer or geometry (same formula, charge and spin) = 157.7 kcal per mole
Highest occupied orbital energy (spin up / spin down) = -2.511 / -2.781 eV

XYZ file:
```
111
Properties=species:S:1:pos:R:3:lowdin_charge:R:1
Fe 1.012 -0.261 0.571 0.146
O 0.932 -2.196 6.334 0.062
C 1.179 -1.762 5.055 -0.276
C 1.372 -2.630 4.000 0.087
C 1.604 -2.111 2.705 -0.130
N 1.477 -0.776 2.431 0.098
C 1.393 0.086 3.493 -0.153
C 1.278 -0.401 4.817 0.076
C 1.448 1.520 3.408 -0.266
O 1.561 2.252 4.404 0.070
O 1.834 1.493 0.965 -0.078
C 2.069 -3.031 1.724 -0.257
O 2.322 -4.229 1.932 0.068
O 0.759 -2.223 -0.067 -0.071
H 0.896 -3.160 6.333 0.106
H 1.405 -3.701 4.126 0.125
H 1.214 0.311 5.620 0.130
C -2.196 -4.974 -0.473 -0.080
C -0.897 -5.459 -0.367 -0.054
C 0.143 -4.582 -0.134 0.028
C -0.147 -3.215 -0.077 -0.302
N -1.398 -2.763 -0.099 0.117
C -2.389 -3.621 -0.278 -0.159
C 2.164 -2.434 0.273 -0.390
C 3.004 -3.265 -0.620 -0.061
C 4.350 -3.053 -0.589 -0.159
C 4.907 -1.943 0.069 -0.165
C 4.050 -0.894 0.441 -0.152
C 2.696 -1.058 0.373 -0.205
H -3.023 -5.633 -0.683 0.092
H -0.694 -6.517 -0.465 0.106
H 1.139 -4.952 0.030 0.098
H -3.378 -3.183 -0.274 0.111
H 2.564 -4.048 -1.213 0.088
H 5.005 -3.721 -1.133 0.093
H 5.980 -1.824 0.131 0.068
H 4.484 0.074 0.669 0.097
C -4.458 3.104 -3.196 -0.041
C -3.236 3.134 -2.275 -0.424
C -2.927 4.589 -1.874 -0.004
C -2.000 2.562 -2.955 -0.087
C -1.748 2.662 -4.321 -0.019
C -0.572 2.161 -4.868 -0.072
C 0.358 1.520 -4.078 -0.071
C 0.134 1.388 -2.709 -0.237
P 1.119 0.252 -1.639 1.178
C 2.764 0.790 -2.227 -0.309
C 3.843 -0.080 -2.366 -0.102
C 5.087 0.399 -2.736 -0.074
C 5.275 1.750 -2.981 -0.097
C 4.215 2.627 -2.815 -0.093
C 2.979 2.156 -2.417 -0.095
C 0.633 -1.182 -2.674 -0.300
C 1.399 -1.889 -3.594 -0.069
C 0.828 -2.913 -4.333 -0.087
C -0.514 -3.227 -4.189 -0.091
C -1.291 -2.509 -3.290 -0.085
C -0.723 -1.502 -2.542 -0.110
C -1.030 1.942 -2.177 -0.192
O -1.158 1.786 -0.833 -0.016
C -2.423 1.758 -0.352 -0.218
C -2.538 1.073 0.856 -0.232
C -3.784 0.984 1.454 -0.063
C -4.873 1.578 0.835 -0.080
C -4.735 2.248 -0.371 -0.027
C -3.498 2.347 -1.001 -0.091
P -0.909 0.493 1.457 1.127
C -0.294 2.128 1.942 -0.285
C -1.078 3.209 2.289 -0.122
C -0.528 4.466 2.523 -0.131
C 0.847 4.667 2.315 -0.129
C 1.673 3.633 2.024 -0.033
C 1.191 2.229 2.016 -0.423
C -1.530 -0.276 3.006 -0.337
C -1.928 -1.605 2.921 -0.092
C -2.447 -2.255 4.025 -0.086
C -2.561 -1.581 5.231 -0.100
C -2.162 -0.257 5.323 -0.082
C -1.647 0.396 4.219 -0.082
H -4.281 3.686 -4.095 0.071
H -5.320 3.537 -2.697 0.072
H -4.691 2.080 -3.478 0.100
H -2.690 5.180 -2.757 0.086
H -2.076 4.623 -1.198 0.097
H -3.785 5.033 -1.372 0.088
H -2.464 3.134 -4.974 0.101
H -0.403 2.262 -5.931 0.099
H 1.252 1.099 -4.514 0.116
H 3.715 -1.133 -2.168 0.078
H 5.916 -0.288 -2.827 0.104
H 6.244 2.119 -3.291 0.094
H 4.354 3.684 -3.000 0.097
H 2.163 2.846 -2.251 0.108
H 2.440 -1.650 -3.746 0.093
H 1.437 -3.467 -5.036 0.098
H -0.956 -4.018 -4.780 0.094
H -2.340 -2.744 -3.170 0.101
H -1.317 -0.958 -1.819 0.103
H -3.901 0.472 2.398 0.105
H -5.845 1.539 1.309 0.097
H -5.608 2.708 -0.809 0.101
H -2.153 3.091 2.347 0.104
H -1.164 5.292 2.805 0.072
H 1.242 5.674 2.363 0.094
H 2.725 3.784 1.830 0.103
H 2.754 1.344 1.219 0.114
H -1.833 -2.115 1.972 0.074
H -2.758 -3.289 3.947 0.099
H -2.957 -2.088 6.099 0.095
H -2.246 0.268 6.265 0.104
H -1.327 1.426 4.298 0.110
```